<i>
ORCA calculation (the ωB97M-V functional and the def2-TZVPD basis) on 2 unconnected molecules or ions with the total composition C2H6ClN3.

Output
Molecular weight ... 107.54 g mol⁻¹
Kohn-Sham gap ... 9.230 eV
Multiplicity ... 1
Highest occupied orbital energy ... -0.34002 hartree

Atoms and positions in Å:
Cl1 -1.36283 0.27713 -3.13142
N1 1.60858 1.06617 0.92436
N2 0.44802 -0.88940 0.46071
N3 -0.49025 1.28177 0.24715
C1 0.43531 0.49505 0.56768
C2 -0.59325 -1.61456 0.32218
H1 -1.79070 -1.42691 0.50257
H2 -0.61646 0.14721 -2.02763
H3 -0.47190 -2.67946 0.05474
H4 2.44289 0.48982 1.08926
H5 -1.23690 0.81248 -0.26976
H6 1.62749 2.04070 1.26016


<ii>
ORCA calculation (the ωB97M-V functional and the def2-TZVPD basis) on 2 unconnected molecules or ions with the total composition C2H6ClN3.

Output
Molecular weight ... 107.54 g mol⁻¹
Kohn-Sham gap (spin up / spin down) ... 7.991 / 7.778 eV
Multiplicity ... 1
Highest occupied orbital energy (spin up / spin down) ... -0.29670 / -0.31102 hartree

Atoms and positions in Å:
Cl1 3.04960 -0.22005 -0.19323
N1 -0.40472 2.29854 -0.06026
N2 1.20661 -1.28758 -0.05096
N3 0.63505 1.88369 0.14563
C1 -1.16988 -0.75645 -0.09722
C2 0.17213 -0.80821 0.47377
H1 -1.85813 -1.47382 0.32973
H2 -1.48120 0.31763 0.06050
H3 -0.55691 3.38711 -0.11688
H4 1.35130 -1.86321 -0.95858
H5 0.17864 -0.44152 1.57688
H6 -1.12249 -1.03613 -1.10938


The relative energies come out as <i> 0.0; <ii> 326.9, with values in kJ/mol.


<i>
ORCA calculation (the ωB97M-V functional and the def2-TZVPD basis) on a single C3H2N2O3 molecule.

Output
Molecular weight ... 114.06 g mol⁻¹
Kohn-Sham gap ... 8.548 eV
Multiplicity ... 1
Highest occupied orbital energy ... -0.34760 hartree

Atoms and positions in Å:
O1 -0.28906 1.12257 -0.44256
O2 2.24862 1.14548 0.41392
O3 1.06362 -0.95418 -0.37752
N1 -1.54152 1.29576 -0.11352
N2 -1.25816 -0.91558 0.32603
C1 2.26677 -0.19788 0.08945
C2 -0.12157 -0.25743 -0.22968
C3 -2.16078 -0.03061 0.25147
H1 3.21202 -0.80350 -0.23034
H2 -3.41994 -0.40463 0.31276


<ii>
ORCA calculation (the ωB97M-V functional and the def2-TZVPD basis) on a single C3H2N2O3 molecule.

Output
Molecular weight ... 114.06 g mol⁻¹
Kohn-Sham gap ... 10.577 eV
Multiplicity ... 1
Highest occupied orbital energy ... -0.40709 hartree

Atoms and positions in Å:
O1 -0.75192 1.18711 -0.22705
O2 -2.64016 -0.13331 -0.35176
O3 -0.69351 -0.78646 1.02146
N1 -0.06604 -1.67571 -0.10514
N2 1.39184 0.32692 0.05451
C1 -1.46159 -0.03224 0.10124
C2 0.52050 1.30783 0.09803
C3 0.99027 -1.01055 -0.44924
H1 1.81720 -1.48089 -0.94549
H2 0.89342 2.29729 0.80344


The relative energies come out as <i> 184.7; <ii> 0.0, with values in kJ/mol.